Record 1
Entry from OMol25: a molecular structure, C17H32Cl2EuO2P2 at a distorted geometry (ωB97M-V with the def2-TZVPD basis set).

ORCA input file:
```
! wB97M-V def2-TZVPD RIJCOSX def2/J DEFGRID3
* xyz 0 8
P -0.02783 -1.90979 1.16886
P -0.28266 1.59462 1.10238
C -0.30534 -0.88587 -0.32381
C 0.22576 0.54521 -0.30440
H -1.38237 -0.87857 -0.53663
H 0.18114 -1.42773 -1.13560
H 1.31597 0.58834 -0.44131
H -0.22119 1.06786 -1.15142
C -1.91727 2.25780 0.69833
H -2.20910 2.86800 1.56644
H -2.62014 1.41438 0.61463
H -1.93180 2.86668 -0.21786
C 0.88486 2.99923 1.04374
H 0.67343 3.65506 0.18975
H 1.92197 2.62250 0.99189
H 0.76458 3.55113 1.99422
C -1.05431 -3.37770 0.91737
H -0.90699 -3.97940 1.82660
H -0.80129 -3.96231 0.02204
H -2.10273 -3.04947 0.88624
C 1.68941 -2.49449 0.85769
H 2.39851 -1.65201 0.88539
H 1.76767 -3.01276 -0.10567
H 1.94153 -3.17954 1.67734
Eu 0.76309 -0.01421 3.17431
C 0.49509 1.39797 -3.24220
C -0.84815 1.48951 -3.14663
C -1.80941 0.75619 -4.03360
C -1.39787 -0.71342 -4.38856
C -0.67319 -1.47486 -3.31311
C 0.66552 -1.58264 -3.24727
C 1.62835 -0.78231 -4.08007
C 1.20563 0.69425 -4.36327
C 0.01159 -2.04643 4.26494
H 1.15720 1.93951 -2.55477
H -1.32414 2.22051 -2.48506
H -1.94687 1.29594 -4.99758
H -2.79951 0.74258 -3.53271
H -2.33889 -1.25127 -4.60872
H -0.80965 -0.69212 -5.32274
H -1.32919 -2.04591 -2.63709
H 1.14125 -2.39401 -2.67567
H 1.78544 -1.26466 -5.07103
H 2.61039 -0.79130 -3.56306
H 2.14265 1.24856 -4.56143
H 0.60700 0.71969 -5.29048
H 0.57699 -1.69408 5.15387
H 0.33934 -3.02895 3.91851
H -1.06540 -1.95711 4.45066
Cl 0.09862 3.86477 6.58251
C 0.51216 2.16003 6.81957
Cl -0.56857 1.28535 7.87463
C 0.52368 1.40755 5.46909
O 1.51813 0.60876 5.34077
O -0.39998 1.55743 4.61411
H 1.52688 2.12350 7.22590
*
```

**Frontier orbital gap (spin up / spin down)**: 5.87 / 6.01 eV
**Energy above the lowest of the compared OMol25 structures with the same formula, charge and spin**: 150.95 kJ/mol
**LUMO energy (spin up / spin down)**: 0.0 / 0.0 eV

For reference, the Löwdin charges in units of e are:
1 P 0.7473
2 P 0.7442
3 C -0.4491
4 C -0.4418
5 H 0.0842
6 H 0.0153
7 H 0.0880
8 H 0.0112
9 C -0.2700
10 H 0.0486
11 H 0.0471
12 H 0.0353
13 C -0.2834
14 H 0.0407
15 H 0.0394
16 H 0.0436
17 C -0.2715
18 H 0.0401
19 H 0.0455
20 H 0.0461
21 C -0.2771
22 H 0.0309
23 H 0.0359
24 H 0.0394
25 Eu 1.2525
26 C -0.1204
27 C -0.1334
28 C -0.1757
29 C -0.1808
30 C -0.1222
31 C -0.1369
32 C -0.1764
33 C -0.1836
34 C -0.3832
35 H 0.1084
36 H 0.0970
37 H 0.1215
38 H 0.1104
39 H 0.1137
40 H 0.1027
41 H 0.1092
42 H 0.1050
43 H 0.1212
44 H 0.1105
45 H 0.1143
46 H 0.1036
47 H -0.0677
48 H -0.0792
49 H -0.0546
50 Cl 0.5881
51 C -1.0528
52 Cl 0.6369
53 C -0.8040
54 O -0.1958
55 O -0.1829
56 H 0.0649

Record 2
Entry from OMol25: a molecular structure, C17H32Cl2EuO2P2 at a distorted geometry (ωB97M-V with the def2-TZVPD basis set).

ORCA input file:
```
! wB97M-V def2-TZVPD RIJCOSX def2/J DEFGRID3
* xyz 0 8
P -0.00947 -2.29561 1.28844
P -0.67608 2.05321 1.28848
C -0.68024 -0.82726 0.42936
C -0.05931 0.60321 0.25026
H -1.73107 -0.71224 0.75989
H -0.73426 -1.20518 -0.60878
H 1.04527 0.53574 -0.00381
H -0.40198 0.96895 -0.72244
C -2.17197 2.56272 0.34713
H -2.77192 3.22810 0.99056
H -2.78673 1.69070 0.07409
H -1.90492 3.13039 -0.54635
C 0.58596 3.25839 0.67572
H 0.14072 3.81361 -0.16046
H 1.53809 2.79088 0.34397
H 0.80940 3.96689 1.49364
C -1.09477 -3.64128 0.81862
H -1.16649 -4.34608 1.66145
H -0.75872 -4.20559 -0.06336
H -2.11778 -3.28935 0.61019
C 1.67915 -2.70276 0.88683
H 2.36263 -1.83553 0.88827
H 1.73694 -3.19409 -0.09662
H 2.05535 -3.41842 1.63346
Eu 1.72639 0.52786 2.13312
C 0.65510 1.50058 -2.69649
C -0.68685 1.53797 -2.67069
C -1.57258 0.73008 -3.56040
C -1.27466 -0.79170 -3.74205
C -0.47812 -1.51224 -2.69911
C 0.86393 -1.44466 -2.60143
C 1.70733 -0.70142 -3.60203
C 1.40400 0.81279 -3.78832
C -0.25748 -2.14750 3.06711
H 1.25769 2.10200 -2.01399
H -1.22420 2.29935 -2.09580
H -1.57300 1.16907 -4.57632
H -2.60900 0.84833 -3.19476
H -2.26199 -1.28323 -3.77878
H -0.82980 -0.93599 -4.74530
H -1.05056 -2.29868 -2.18219
H 1.43572 -2.08728 -1.92736
H 1.62429 -1.16767 -4.60417
H 2.76885 -0.80776 -3.32098
H 2.37327 1.32282 -3.92303
H 0.85404 0.93804 -4.73793
H 0.52514 -1.50362 3.53781
H -0.23511 -3.17428 3.48377
H -1.24932 -1.70731 3.25072
Cl 0.09715 3.43615 5.65854
C 0.69996 1.81973 6.10826
Cl -0.49271 0.83857 7.00735
C 1.01855 1.10879 4.77787
O 2.25223 0.98835 4.43850
O 0.05831 0.72955 4.04067
H 1.58562 1.92392 6.71890
*
```

**Frontier orbital gap (spin up / spin down)**: 3.40 / 4.22 eV
**Energy above the lowest of the compared OMol25 structures with the same formula, charge and spin**: 1234.57 kJ/mol
**LUMO energy (spin up / spin down)**: 0.3 / -1.8 eV

For reference, the natural (NBO) charges in units of e are:
1 P 1.4939
2 P 0.8054
3 C -0.7856
4 C -0.8173
5 H 0.2485
6 H 0.2730
7 H 0.1978
8 H 0.2781
9 C -0.9308
10 H 0.2470
11 H 0.2371
12 H 0.2168
13 C -0.9603
14 H 0.2333
15 H 0.2403
16 H 0.2491
17 C -1.0396
18 H 0.2582
19 H 0.2587
20 H 0.2596
21 C -1.0068
22 H 0.2418
23 H 0.2304
24 H 0.2669
25 Eu 0.4801
26 C -0.1584
27 C -0.1499
28 C -0.4718
29 C -0.4437
30 C -0.2498
31 C -0.1843
32 C -0.4521
33 C -0.4730
34 C -0.9840
35 H 0.1919
36 H 0.1823
37 H 0.2177
38 H 0.2145
39 H 0.2159
40 H 0.2095
41 H 0.1984
42 H 0.2003
43 H 0.2107
44 H 0.2214
45 H 0.2257
46 H 0.2022
47 H 0.2698
48 H 0.2274
49 H 0.2642
50 Cl -0.0081
51 C -0.2918
52 Cl -0.0143
53 C 0.7226
54 O -0.7611
55 O -0.7487
56 H 0.2408

Record 3
Entry from OMol25: 4 unconnected molecules or ions with the total composition C17H32FNO10Si at a distorted geometry (ωB97M-V with the def2-TZVPD basis set).

ORCA input file:
```
! wB97M-V def2-TZVPD RIJCOSX def2/J DEFGRID3
* xyz 0 1
C 7.50011 0.47831 -5.17704
C 6.35696 0.24802 -6.15396
O 6.34049 0.82927 -7.16809
O 5.30131 -0.59755 -5.87332
C 4.18175 0.15686 -5.33612
Si 2.56992 -0.17296 -6.29170
C 1.07841 -0.55450 -5.12351
O 1.16623 -0.99454 -4.03774
N -0.27760 -0.28781 -5.67646
C -0.69279 1.04208 -5.43344
O -0.23672 1.98977 -5.88708
F -1.73841 1.19250 -4.62619
H 7.17850 0.89816 -4.21239
H 8.15043 1.22865 -5.64689
H 8.12900 -0.40802 -5.01096
H 4.06533 -0.17219 -4.28441
H 4.39309 1.23870 -5.29596
H 2.20955 1.08007 -6.98772
H 2.68118 -1.24619 -7.29057
H -0.18543 -0.37737 -6.68902
O 1.23737 -5.33342 -0.25090
C 0.56917 -4.33255 -0.28870
O 0.94392 -3.31059 -1.07464
C 0.10775 -2.17570 -1.36015
C 0.26012 -1.10005 -0.30804
C -0.63728 -4.16082 0.60301
H -0.93249 -2.47595 -1.49509
H 0.44725 -1.79232 -2.32202
H -0.06465 -1.44830 0.67108
H -0.32770 -0.22188 -0.57174
H 1.30910 -0.80825 -0.21299
H -0.32164 -3.73655 1.55597
H -1.06895 -5.14483 0.78023
H -1.42301 -3.54952 0.16535
O -2.52416 -1.32135 0.43133
C -3.24380 -1.24758 1.39382
O -3.29139 -0.10544 2.09826
C -4.26492 0.16368 3.11718
C -3.81111 -0.35411 4.46554
C -4.02331 -2.44338 1.88410
H -5.24719 -0.21708 2.83143
H -4.35649 1.24925 3.15853
H -3.70217 -1.44048 4.46137
H -4.52638 -0.08241 5.24172
H -2.84434 0.06026 4.72395
H -3.40550 -3.01699 2.57454
H -4.26338 -3.06666 1.02461
H -4.96942 -2.18724 2.35490
O -2.25921 1.15421 6.44901
C -1.56943 2.06098 6.06290
O -1.85481 3.32070 6.44066
C -0.98083 4.43293 6.22135
C -1.20878 5.05622 4.85983
C -0.44502 1.82722 5.08311
H 0.06109 4.15061 6.38038
H -1.22544 5.15805 6.99716
H -0.97991 4.35663 4.05491
H -0.58437 5.94176 4.73458
H -2.25448 5.34444 4.74554
H -0.83504 1.88554 4.06644
H -0.05114 0.82686 5.25207
H 0.39068 2.51284 5.20200
*
```

**SMILES string**: CC(=O)OC[SiH2]C(=O)NC(=O)F.CCOC(C)=O.CCOC(C)=O.CCOC(C)=O
**Frontier orbital gap**: 9.79 eV
**LUMO energy**: 0.2 eV

For reference, the natural (NBO) charges in units of e are:
1 C -0.7353
2 C 0.8078
3 O -0.5337
4 O -0.5558
5 C -0.4925
6 Si 0.9530
7 C 0.3900
8 O -0.4978
9 N -0.7497
10 C 0.9670
11 O -0.5214
12 F -0.3107
13 H 0.2357
14 H 0.2415
15 H 0.2448
16 H 0.2232
17 H 0.2193
18 H -0.1422
19 H -0.1283
20 H 0.3920
21 O -0.5851
22 C 0.8002
23 O -0.5082
24 C -0.0919
25 C -0.6276
26 C -0.7542
27 H 0.1809
28 H 0.2281
29 H 0.2084
30 H 0.2258
31 H 0.2016
32 H 0.2366
33 H 0.2364
34 H 0.2379
35 O -0.5942
36 C 0.8095
37 O -0.5089
38 C -0.0685
39 C -0.6385
40 C -0.7462
41 H 0.1733
42 H 0.1950
43 H 0.1999
44 H 0.2262
45 H 0.2377
46 H 0.2464
47 H 0.2442
48 H 0.2231
49 O -0.5795
50 C 0.8039
51 O -0.5059
52 C -0.0684
53 C -0.6365
54 C -0.7512
55 H 0.1762
56 H 0.1993
57 H 0.2086
58 H 0.2203
59 H 0.2205
60 H 0.2489
61 H 0.2478
62 H 0.2215

Record 4
Entry from OMol25: a molecular structure, C17H32IN2O5P2Sn at a distorted geometry (ωB97M-V with the def2-TZVPD basis set).

ORCA input file:
```
! wB97M-V def2-TZVPD RIJCOSX def2/J DEFGRID3
* xyz 3 1
C -0.00226 0.78803 -5.86893
C 0.01029 1.49624 -4.61075
H 0.00759 1.58224 -6.67930
H -0.87130 0.07812 -5.87576
H 0.84743 0.05631 -5.88103
O 0.01308 2.45960 -3.92409
I -0.10206 -3.13409 -3.43270
Sn -0.01015 -0.57808 -2.77591
P 2.47035 0.41480 -1.47616
C 3.07807 1.70639 -0.33017
C 3.26485 -1.07177 -0.79555
H 4.32219 -1.10090 -1.07319
H 4.51438 0.32077 -2.81354
H 2.75951 -1.97276 -1.15227
H 3.05656 0.10687 -3.84625
H 2.52336 1.63629 0.61481
H 3.17567 -1.06159 0.29341
C 3.48863 0.67959 -3.00489
H 4.14723 1.61171 -0.09975
H 3.49607 1.75338 -3.25822
H 2.90774 2.70157 -0.76363
P -2.47136 0.46184 -1.49352
C -3.10886 1.80660 -0.39869
C -3.49606 0.74900 -2.99126
H -2.80949 -1.91044 -1.07882
H -4.36076 -1.00490 -1.08701
H -3.25209 -0.94165 0.32957
C -3.30566 -0.98077 -0.76919
H -3.10444 0.15594 -3.84198
H -4.53784 0.43354 -2.77561
H -4.21335 1.79942 -0.28919
H -2.81536 2.78984 -0.80866
H -3.47160 1.82345 -3.25753
H -2.66499 1.70438 0.60792
C -0.02080 2.27186 -0.20003
O -0.04482 3.29431 0.32604
C -2.31439 -0.44984 3.56588
C -0.93003 -0.36080 4.12871
C 0.14194 -0.96891 3.18919
C 1.56367 -0.96048 3.85918
C 1.90052 0.36448 4.56129
C -0.25524 -2.39980 2.85869
O -0.70220 -3.20864 3.66232
N 0.05667 -2.72682 1.57429
C 0.00457 -1.85556 0.49010
O 0.13987 -2.42323 -0.61132
N -0.13127 -0.53303 0.66175
C 0.19413 -0.09675 1.91283
O 0.71597 1.03536 2.01390
H -2.41485 0.15912 2.63650
H -3.07916 -0.07970 4.28204
H -2.57091 -1.50287 3.28049
H -0.67795 0.67063 4.31375
H -0.89344 -0.87763 5.07330
H 1.63602 -1.82574 4.56382
H 2.29050 -1.16545 3.04184
H 1.37384 0.42608 5.51361
H 2.97553 0.38785 4.72482
H 1.60914 1.16916 3.87017
H -0.05267 -3.70256 1.31470
*
```

**Frontier orbital gap (spin up / spin down)**: 4.98 / 5.52 eV
**Energy above the lowest of the compared OMol25 structures with the same formula, charge and spin**: 385.79 kJ/mol
**LUMO energy (spin up / spin down)**: -13.2 / -12.5 eV

For reference, the natural (NBO) charges in units of e are:
1 C -0.7968
2 C 0.7521
3 H 0.3601
4 H 0.3306
5 H 0.3292
6 O -0.2823
7 I 0.0288
8 Sn 0.8961
9 P 1.0458
10 C -0.9483
11 C -0.9625
12 H 0.2843
13 H 0.2867
14 H 0.2683
15 H 0.2317
16 H 0.2650
17 H 0.2586
18 C -0.9439
19 H 0.2994
20 H 0.2669
21 H 0.2710
22 P 1.0348
23 C -0.9373
24 C -0.9605
25 H 0.2612
26 H 0.2851
27 H 0.2716
28 C -0.9698
29 H 0.2329
30 H 0.2881
31 H 0.3008
32 H 0.2659
33 H 0.2675
34 H 0.2592
35 C 0.4836
36 O -0.4420
37 C -0.6167
38 C -0.4052
39 C -0.1849
40 C -0.3791
41 C -0.5992
42 C 0.6940
43 O -0.4711
44 N -0.6512
45 C 0.7926
46 O -0.6825
47 N -0.6640
48 C 0.6873
49 O -0.2211
50 H 0.1680
51 H 0.2684
52 H 0.2251
53 H 0.2294
54 H 0.2699
55 H 0.2827
56 H 0.2030
57 H 0.2468
58 H 0.2545
59 H 0.2190
60 H 0.4523